Entry 1:
Here is a structure of composition C12H29N4O9SZr in a non-equilibrium geometry from OMol25. Energies are from wB97M-V/def2-TZVPD.

Last column: Mulliken charge in e.
CARTESIAN COORDINATES (ANGSTROEM)
C (-4.3495, -26.0605, -30.6306)  -0.59
O (-5.7894, -26.4979, -27.5099)  0.04
H (-1.9973, -28.7779, -30.1878)  0.35
H (-8.4251, -23.0474, -24.9416)  0.34
Zr (-7.1401, -27.9759, -27.5803)  1.90
H (-4.1208, -29.3537, -29.9862)  0.44
O (-8.5281, -26.6729, -28.4507)  -0.49
H (-1.1943, -29.7203, -28.9143)  0.36
H (-5.7285, -23.7137, -26.5472)  -0.20
C (-8.2047, -25.4890, -25.5808)  0.12
C (-5.1285, -20.8946, -28.3243)  -0.86
H (-2.9562, -27.4489, -26.7927)  0.28
H (-6.1989, -25.2671, -23.0854)  0.38
S (-8.4901, -27.1385, -29.9389)  1.04
N (-7.4414, -24.8969, -24.7028)  0.15
H (-5.3970, -26.2806, -30.4256)  -0.07
H (-3.7012, -29.0544, -26.3592)  0.31
O (-5.3058, -29.0211, -28.3669)  -0.72
C (-6.2705, -25.5277, -24.1402)  -0.90
C (-5.1378, -23.8025, -30.9114)  0.34
C (-4.1956, -29.0995, -28.9270)  0.01
H (-5.3703, -25.2419, -24.6817)  0.25
H (-1.9801, -28.8810, -26.5884)  0.43
H (-6.0140, -24.2628, -30.4190)  0.15
H (-7.4058, -23.3194, -27.6414)  0.06
O (-5.0823, -22.6459, -31.2716)  -0.65
H (-5.8355, -20.0663, -28.3661)  0.31
O (-3.9120, -22.7966, -26.5260)  -0.67
H (-1.2163, -27.9694, -28.8168)  0.38
N (-5.7664, -22.0081, -27.6387)  0.12
C (-5.0753, -22.8769, -26.8743)  0.67
N (-3.0472, -28.8542, -28.3480)  0.17
H (-3.0926, -24.4537, -32.8705)  0.32
H (-6.7572, -22.9407, -24.4562)  0.38
C (-7.0724, -22.3816, -28.0826)  -0.67
H (-7.0235, -22.6431, -29.1515)  0.24
O (-7.4709, -28.2743, -29.5752)  -0.61
H (-3.7644, -26.2697, -29.7225)  0.25
C (-2.9525, -28.5284, -26.9399)  -0.99
H (-5.0552, -25.8739, -27.4931)  0.06
C (-1.7999, -28.8373, -29.1219)  -0.98
H (-9.0425, -24.8789, -25.9274)  0.43
H (-4.8684, -21.1775, -29.3486)  0.28
H (-6.3764, -26.6106, -24.1645)  0.29
C (-2.9445, -24.3704, -31.7903)  -1.01
H (-7.9927, -23.4572, -23.2631)  0.34
C (-7.6747, -23.5085, -24.3009)  -0.93
H (-2.6487, -23.3518, -31.5539)  0.31
N (-4.1512, -24.7091, -31.0724)  0.19
H (-4.0815, -26.7958, -31.3996)  0.36
O (-9.7428, -27.6629, -30.3420)  -0.52
O (-7.8772, -26.1603, -30.7712)  -0.52
H (-7.8190, -21.5910, -28.0115)  0.36
H (-4.2243, -20.5863, -27.8111)  0.31
O (-8.0589, -26.6593, -25.9929)  -0.72
H (-2.1563, -25.0650, -31.5032)  0.36

## Properties
HOMO energy   -0.420 Eh
Relative energy (zero: lowest compared OMol25 entry of this formula, charge and spin)   0.0 kcal/mol
Kohn-Sham gap   6.43 eV
Total charge   +1
LUMO energy   -4.99 eV



Entry 2:
Here is a cluster of 9 separate species, C26H50N2O25S2 in total in a non-equilibrium geometry from OMol25. Energies are from wB97M-V/def2-TZVPD.

Last column: Mulliken charge in e.
CARTESIAN COORDINATES (ANGSTROEM)
C (-2.9256, -0.1088, 2.2362)  -0.35
C (0.5884, -6.9288, 1.6502)  -0.25
H (1.9904, -1.0618, 1.7662)  -0.48
H (2.8884, -1.5038, -0.7408)  -0.26
H (-1.4986, -2.2828, -5.7948)  0.31
O (-3.0836, -0.9298, -3.6508)  -0.43
C (0.1104, -3.1278, 0.0452)  -2.02
S (-2.8766, -2.5928, -3.8858)  1.13
C (1.7644, -0.3508, 2.6362)  0.67
N (0.5454, 1.3152, -0.3928)  -0.10
C (3.6724, 6.4382, -0.1828)  -0.19
H (-2.2746, 1.7562, 4.8502)  0.69
O (-3.2086, -2.4518, 2.2232)  -0.39
H (-0.1316, -8.8928, 1.9832)  0.30
H (2.4404, 5.4912, 1.2342)  0.37
H (-2.9846, 1.3952, -0.9128)  -0.22
O (4.0674, 4.3582, 0.8622)  -0.29
C (3.0084, 5.1642, 0.4442)  0.34
O (2.1604, -1.0508, 4.8662)  -0.31
H (-2.3826, 3.2422, 3.1442)  0.30
C (-0.7496, 4.7832, -2.0308)  0.24
H (2.2474, 4.5522, -0.2228)  -0.28
C (-2.2346, 6.3262, -1.4218)  0.59
H (-3.0166, -2.8938, -5.9708)  0.51
H (-0.1036, -3.4518, -0.7158)  1.44
C (1.0464, 0.3432, -5.5148)  0.50
H (1.0654, -6.5508, 2.7932)  0.24
O (6.3474, 4.6402, 0.9112)  -0.63
H (3.3664, 0.3562, 3.8592)  0.33
H (-2.3756, 0.0472, 5.1722)  0.36
C (-0.6066, -7.8618, 1.7262)  -1.05
H (-4.3446, 1.0752, -1.9098)  0.59
H (0.4624, 6.0302, -0.5658)  0.13
H (-2.4566, 1.5082, -2.5698)  0.17
C (5.5334, -1.0788, -1.7628)  0.60
N (-3.1066, 1.0932, 3.2802)  0.22
H (0.0094, 4.7082, -2.7098)  0.43
H (0.6024, -2.1328, -0.0778)  0.40
H (-3.4966, -1.1288, 3.8352)  0.17
H (-4.7666, -1.2048, 2.4372)  0.21
H (3.4764, 6.5532, -1.3278)  0.25
C (4.1374, -2.8938, -2.0498)  -0.20
C (-2.9106, -0.5608, -2.3258)  -0.17
O (-0.6316, 1.4982, -0.0358)  -0.22
C (-2.5316, 2.3232, 2.4872)  -1.08
H (-1.5826, 2.1352, 1.9872)  0.29
H (-4.7166, 2.3692, 3.7232)  0.39
H (-1.0196, -3.1658, 0.3572)  0.34
C (-4.5306, 1.2862, 3.6562)  -0.96
O (0.0494, -1.5888, 5.3622)  -0.68
H (-0.8526, 3.6072, -1.9428)  -0.29
H (1.8324, 1.6922, -2.8878)  -0.02
C (2.8814, -0.6018, 3.6952)  -0.37
O (4.9914, 6.1842, -0.0608)  -0.24
O (-1.8266, 5.6492, -2.5208)  -0.38
O (0.1284, -0.1598, -4.8328)  -0.32
O (-4.2316, -3.0678, -3.7538)  -0.60
H (-0.3836, 4.5592, 0.0292)  0.14
C (-3.2936, 0.9832, -2.0138)  -0.74
H (-4.8776, 0.9042, 4.6592)  0.31
O (0.1614, -5.6898, 0.9232)  -0.25
O (-1.7916, -2.9688, -2.8878)  -0.45
O (1.0414, 0.3082, -6.7318)  -0.67
C (-0.3716, 5.3622, -0.6238)  0.09
H (-3.5586, -1.1288, -1.7008)  0.64
C (-3.6096, -1.3308, 2.7412)  -0.14
H (-3.1726, 2.4892, 1.7142)  0.64
O (2.3084, -4.7558, 0.0712)  -0.64
H (3.0114, -2.9898, -2.5248)  0.12
H (-3.5026, 0.2112, 1.2202)  0.12
O (6.4134, -0.2178, -1.8948)  -0.60
O (0.6154, -0.7668, 3.3352)  -0.03
H (3.3934, 7.4832, 0.3462)  0.23
H (1.5404, -7.4498, 1.3222)  0.32
H (-3.6156, -3.3288, 2.5432)  0.33
H (-1.1896, 0.6952, 4.0182)  0.34
O (4.9274, -1.2458, -0.6328)  -0.35
H (0.5124, -0.8168, -2.7588)  -0.04
O (1.0754, 0.1952, -0.3378)  -0.17
C (5.1984, 5.1282, 0.5902)  0.51
H (3.8234, -1.1968, 3.3032)  0.27
H (-1.0506, -8.0268, 0.7122)  0.30
O (5.0894, -2.0068, -2.6618)  -0.36
H (-1.8686, -3.9058, -5.2468)  0.41
C (-2.1776, 0.8722, 4.3672)  -1.23
O (-3.1536, 7.0792, -1.4478)  -0.57
H (3.8114, -2.6778, 0.0282)  0.88
H (1.6514, 0.6962, 2.1672)  -0.02
H (-1.9016, -0.6108, -1.9148)  0.05
S (1.1184, -4.3298, 0.8692)  1.18
H (2.6334, 0.0882, -2.9168)  -0.37
C (3.9534, -2.0708, -0.7018)  -0.25
H (4.4694, -3.8298, -1.7358)  0.47
C (0.3804, -0.0088, -3.4368)  0.95
H (-0.4256, 0.4402, -2.8828)  -0.63
O (1.9604, 0.9252, -4.8478)  -0.35
H (-5.2116, 1.0342, 2.9362)  0.45
O (1.2924, 2.2882, -0.2848)  -0.40
O (1.1874, -3.9758, 2.2492)  -0.59
C (0.9584, -1.1728, 4.5912)  0.50
C (1.7324, 0.7232, -3.4598)  0.78
H (-1.4666, -7.4048, 2.1702)  0.31
C (-2.1896, -2.9398, -5.4878)  -1.16
H (-1.9176, -0.0748, 2.1822)  0.33
O (-1.4886, 6.1592, -0.4128)  -0.39

## Properties
HOMO energy   -0.347 Eh
Relative energy (zero: lowest compared OMol25 entry of this formula, charge and spin)   86.0 kcal/mol
Kohn-Sham gap   8.83 eV
LUMO energy   -0.60 eV



Entry 3:
Here is a structure of composition C20H26AlF4N4O2Se in a non-equilibrium geometry from OMol25. Energies are from wB97M-V/def2-TZVPD.

Last column: Mulliken charge in e.
CARTESIAN COORDINATES (ANGSTROEM)
C (-3.0114, 2.8241, 2.0157)  -0.71
C (-2.5711, -2.1740, 2.8990)  0.41
C (3.1942, -1.2628, -0.0457)  0.92
C (-1.3324, -1.4862, -1.3404)  -1.11
H (-3.9935, 3.0463, 1.7355)  0.52
H (4.1155, 1.1644, -0.2740)  0.23
H (5.8366, 0.5860, -0.1411)  0.31
C (-2.3134, -1.9685, 1.5593)  -0.14
H (-1.3474, -2.5431, -1.2572)  0.68
Al (0.5973, 0.3081, -0.4603)  -1.13
C (-0.5215, -1.1821, 3.4877)  0.23
C (-1.0804, -1.2972, 1.1280)  -0.17
H (-3.5898, 2.6617, 3.9739)  0.40
H (0.3580, -1.7111, -2.6691)  0.44
C (-0.3988, 2.3906, 2.8846)  -0.44
F (-3.7631, -2.6572, 3.2313)  -0.29
H (1.3118, -2.9687, 1.3515)  0.19
H (-1.9600, -1.9415, 4.8978)  0.47
C (-1.6574, -1.8400, 3.8558)  -0.57
H (-2.1699, 1.0945, -0.9150)  0.13
H (2.8114, -0.7486, -3.1661)  0.24
H (1.6667, -1.2398, -4.4881)  0.38
H (-1.2944, 2.1512, 4.8123)  0.48
C (-0.8973, 1.3652, -2.6620)  -0.59
C (-0.5427, -1.0365, -2.5784)  -0.84
H (-2.9537, 0.5805, -2.3399)  0.30
H (2.6525, 0.0742, -4.7064)  0.45
H (-0.4796, 2.3779, -2.4940)  0.45
C (4.8459, 0.4065, -0.5101)  -0.57
N (-0.7011, -0.8879, -0.1297)  1.53
N (0.1028, 0.3013, -2.3967)  0.64
H (-1.1236, 1.3278, -3.7604)  0.43
H (-2.0444, 3.1843, 0.0565)  0.62
C (2.1276, -0.4622, -3.9291)  -1.39
F (-3.2918, -2.2211, 0.6271)  -0.34
H (-2.7565, 2.2810, -2.1889)  0.45
O (4.4423, -0.9046, 0.0071)  -0.49
H (3.7726, -2.9334, 0.8590)  0.27
H (0.7856, 1.1526, -4.1881)  0.54
F (0.9677, -0.3791, 1.8608)  -0.30
O (2.3120, -0.4854, -0.5064)  -0.14
F (0.3882, -0.7857, 4.3951)  -0.36
C (-1.9410, 2.8943, 1.0814)  -0.32
N (1.7183, -3.1109, 0.4406)  -0.41
H (1.9559, -4.0830, 0.1200)  0.30
C (-0.6417, 2.5759, 1.5317)  0.07
H (1.8780, 1.4199, -2.8822)  0.30
C (-2.7362, 2.5061, 3.3213)  -0.53
C (-1.4492, 2.3048, 3.7664)  -0.53
C (1.2467, 0.6748, -3.3432)  -0.28
H (0.5728, 2.2618, 3.2111)  0.53
H (4.9935, 0.3029, -1.6014)  0.28
N (2.9605, -2.4584, 0.4532)  -0.18
H (-2.4081, -1.1273, -1.3731)  0.24
Se (0.7904, 2.5400, 0.1882)  -0.16
H (-1.0001, -1.1760, -3.5749)  0.35
C (-2.2208, 1.3649, -1.9994)  -1.22
C (-0.2121, -1.0515, 2.1693)  0.41

## Properties
HOMO energy   -0.403 Eh
Relative energy (zero: lowest compared OMol25 entry of this formula, charge and spin)   15.4 kcal/mol
Kohn-Sham gap   8.66 eV
Total charge   +1
LUMO energy   -2.30 eV